[1]
C23H22BrFMoN3O5SbSe4 | ωB97M-V with the def2-TZVPD basis set

Cartesian coordinates (Å):
Mo  -0.878  -2.789  0.172
C  4.324  2.647  -2.116
C  3.927  2.188  -0.721
N  2.749  1.305  -0.732
C  2.918  -0.021  -0.551
C  1.905  -0.930  -0.577
C  2.179  -2.383  -0.297
O  3.326  -2.774  -0.280
O  1.119  -3.113  -0.088
C  0.613  -0.471  -0.875
O  -0.391  -1.215  -0.801
C  0.432  0.912  -1.207
C  -0.812  1.388  -1.597
C  -1.040  2.723  -1.661
F  -2.262  3.111  -2.091
C  -0.084  3.665  -1.229
C  1.204  3.184  -1.020
C  1.482  1.813  -1.009
N  -0.359  5.024  -0.930
C  0.191  5.494  0.345
C  -0.608  4.968  1.527
N  -2.079  5.304  1.392
C  -2.635  4.991  0.022
C  -1.721  5.547  -1.062
H  5.212  3.278  -2.062
H  3.525  3.218  -2.591
H  4.549  1.786  -2.746
H  3.729  3.036  -0.067
H  4.734  1.621  -0.265
H  3.925  -0.359  -0.335
H  -1.623  0.697  -1.793
H  1.986  3.900  -0.812
H  0.223  6.585  0.325
H  1.208  5.145  0.486
H  -0.263  5.387  2.470
H  -0.551  3.882  1.569
H  -2.233  6.284  1.618
H  -2.593  4.716  2.069
H  -3.648  5.387  -0.030
H  -2.677  3.908  -0.008
H  -1.647  6.636  -0.989
H  -2.147  5.322  -2.031
Se  -2.420  2.017  1.800
Sb  -2.921  -0.377  1.989
Se  -3.116  -2.444  -0.170
Se  -0.694  -1.705  2.240
Se  -4.466  -0.771  3.776
Br  -1.710  -8.092  3.669
C  -1.144  -8.075  1.867
C  -0.842  -9.318  1.327
C  -0.413  -9.431  0.016
C  -0.273  -8.294  -0.764
C  -0.564  -7.056  -0.218
C  -1.010  -6.915  1.099
C  -1.326  -5.531  1.608
O  -1.883  -5.295  2.635
O  -0.918  -4.564  0.749
H  -0.945  -10.198  1.948
H  -0.183  -10.408  -0.391
H  0.063  -8.372  -1.790
H  -0.443  -6.167  -0.812

**<S²>**: 2.131
**Molar mass**: 1052.89 g/mol
**HOMO level (spin up / spin down)**: -0.244 / -0.260 Ha
**Multiplicity**: 3
**Gap between HOMO and LUMO (spin up / spin down)**: 0.2077 / 0.2057 Eh

=====

[2]
C23H22BrN2O2S2Zn | ωB97M-V with the def2-TZVPD basis set

Cartesian coordinates (Å):
Zn  -0.784  -0.102  0.323
C  1.593  1.187  -1.544
N  0.148  0.892  -1.847
C  -0.702  2.056  -2.089
C  -0.905  2.971  -0.900
N  -1.600  2.278  0.250
C  -3.072  2.276  0.072
C  -1.135  2.780  1.517
C  -0.879  4.170  1.708
C  -0.458  4.643  2.950
C  -0.356  3.831  4.077
C  -0.628  2.456  3.910
C  -0.982  1.898  2.628
S  -1.361  0.244  2.578
C  0.007  -0.215  -2.698
C  0.826  -0.393  -3.844
C  0.644  -1.454  -4.746
C  -0.364  -2.364  -4.516
C  -1.226  -2.187  -3.426
C  -1.062  -1.217  -2.430
S  -2.262  -1.083  -1.196
H  2.181  1.378  -2.462
H  1.660  2.056  -0.851
H  1.912  0.292  -1.014
H  -0.395  2.666  -2.974
H  -1.660  1.637  -2.363
H  0.125  3.351  -0.554
H  -1.531  3.857  -1.178
H  -3.517  3.277  -0.124
H  -3.307  1.559  -0.783
H  -3.525  1.848  0.966
H  -0.920  4.837  0.847
H  -0.200  5.688  3.057
H  -0.007  4.238  5.021
H  -0.429  1.749  4.673
H  1.606  0.295  -4.001
H  1.314  -1.451  -5.582
H  -0.562  -3.243  -5.134
H  -2.051  -2.856  -3.323
Br  4.534  -3.008  1.272
C  2.827  -3.732  1.679
C  2.896  -5.026  2.230
C  1.698  -5.657  2.505
C  0.475  -5.126  2.009
C  0.417  -3.776  1.560
C  1.637  -3.031  1.440
C  1.630  -1.512  1.248
O  2.312  -0.764  1.987
O  0.856  -1.082  0.275
H  3.853  -5.472  2.386
H  1.724  -6.610  3.053
H  -0.462  -5.705  2.079
H  -0.533  -3.345  1.280

**Molar mass**: 567.87 g/mol
**Net charge**: -1
**HOMO level**: -0.166 Ha
**Multiplicity**: 1
**Gap between HOMO and LUMO**: 0.2632 Eh

=====

The evaluated strongest force on any atom for the records listed, in turn: 2.9, 3.1 eV/Å.
The evaluated ΔE to the lowest compared entry with this formula, charge and spin for the records listed, in turn: 227.6, 0.0 kJ/mol.